[1]
23
Properties=species:S:1:pos:R:3:forces:R:3 method="wB97M-V/def2-TZVPD" molar_mass_g_mol=154.19 multiplicity=3 homo_lumo_gap_ha="0.248 / 0.299" e_above_lowest_ev=0.000 charge=+1
O 0.7280 -0.7665 -1.7555 0.72 -0.35 -0.74
C 2.4675 0.7737 2.0666 -0.11 -0.26 -0.02
H 1.7774 0.8630 2.9059 0.04 0.04 0.06
H 0.2789 -1.8011 -0.0959 -0.15 0.30 -0.13
H -3.4534 -1.6161 -1.9159 -0.10 0.01 -0.11
H -1.2591 -2.7687 -1.7431 0.02 -0.09 -0.07
C -1.4264 -1.7716 -1.3684 2.71 -0.90 0.59
C 0.5092 0.7684 0.5072 1.15 0.06 1.05
H -1.8219 1.7758 0.1482 0.08 -0.03 0.07
C 1.7880 0.1043 0.8687 0.30 -0.18 0.01
H 1.0391 2.3812 1.3823 -0.17 -0.26 -0.15
N -0.5015 0.1565 -0.0806 -2.84 0.64 -0.74
H 1.5986 -0.9456 1.1034 0.06 0.13 0.00
C -2.7389 0.1889 -0.9289 -3.68 -5.03 -3.62
O 0.2925 2.0038 0.8846 -0.37 0.69 0.02
C -1.7336 0.7896 -0.2776 5.27 1.51 2.69
C -0.2132 -1.1102 -0.7954 -0.08 -0.41 0.11
H 2.4545 0.1070 0.0000 -0.02 -0.02 -0.04
H 0.3115 -0.5913 -2.6102 -0.04 -0.03 0.10
H 3.2952 0.1518 2.3957 0.08 0.04 -0.01
H -3.6778 0.7013 -1.0514 -0.07 0.06 0.04
H 2.8839 1.7493 1.8218 0.06 0.11 -0.02
C -2.5985 -1.1436 -1.4615 -2.86 3.98 0.91

---

[2]
22
Properties=species:S:1:pos:R:3:forces:R:3 method="wB97M-V/def2-TZVPD" molar_mass_g_mol=127.19 multiplicity=1 homo_lumo_gap_ha=0.348 e_above_lowest_ev=7.990 charge=0
H -0.6717 -2.4794 0.3022 0.31 0.14 0.06
C -1.6085 0.5984 -0.6219 -0.24 0.88 1.55
H 1.0512 -1.2992 -1.2500 -0.44 -0.11 -1.05
H 0.7490 -0.5512 1.8540 0.70 -0.65 -1.57
H 1.0012 1.3517 1.3816 -1.36 0.09 -0.40
H -2.0161 -0.5370 1.2896 0.62 0.29 -1.89
C 0.9976 -1.0519 0.8444 0.11 0.01 2.91
H 1.7104 1.8448 -0.6689 0.68 -1.55 0.44
N -1.6858 -0.6429 0.2898 -0.43 -0.33 0.54
C 1.4544 0.7394 -0.8490 -0.89 4.25 0.63
H 1.5559 -1.9855 1.1495 -0.36 1.00 -0.89
H -0.2368 2.3676 0.5997 0.22 0.23 0.00
C -0.0582 0.6716 -0.5602 -0.51 -1.74 -0.41
O 1.9797 -0.2218 0.0282 -0.66 -1.21 2.71
H -0.8039 1.2196 1.7873 1.15 -0.59 -1.71
H -2.1839 1.4772 -0.1772 1.05 -1.08 -0.09
H -0.6550 -1.3749 -2.0208 1.10 1.50 1.60
C -0.3853 -1.4303 0.1188 -1.64 -0.93 4.19
H -2.0835 0.5000 -1.5679 -0.11 -0.86 -0.88
C -0.0382 1.3458 0.9322 1.16 0.58 1.06
C 0.0139 -1.0108 -1.1185 -0.32 0.18 -4.57
H 1.9136 0.4688 -1.7428 -0.16 -0.11 -2.22

---

[3]
51
Properties=species:S:1:pos:R:3:forces:R:3 method="wB97M-V/def2-TZVPD" molar_mass_g_mol=372.90 multiplicity=1 homo_lumo_gap_ha=0.318 e_above_lowest_ev=0.420 charge=0
H -2.6425 -3.3919 -1.9299 0.10 0.19 0.08
C -3.9094 -2.7737 -0.4404 -0.27 0.05 0.25
H 3.4687 -2.5530 -1.1203 -0.01 -0.10 -0.01
H 1.5246 3.9878 1.7979 -0.03 -0.07 0.10
C -5.7948 -4.0620 0.3329 -0.04 0.03 -0.03
H 0.7592 1.7912 2.5312 0.03 -0.05 0.04
H -3.9696 -0.6844 0.0638 0.03 0.05 -0.03
N 2.6758 3.3979 0.2056 0.06 0.02 -0.02
C 3.9137 2.7380 -0.1627 0.06 0.16 0.04
C -0.8709 1.0226 0.6436 0.05 -0.19 -0.03
C 4.1267 0.2978 0.5592 0.00 -0.06 -0.30
C 1.6183 3.4520 -0.7788 -0.18 -0.11 -0.12
H 0.1485 -0.7660 1.3712 0.04 0.01 -0.13
H -4.2048 -4.8525 -0.8605 0.07 -0.10 -0.01
C 3.5047 0.7741 -1.6842 0.17 -0.10 0.08
C -0.3767 -0.4322 0.4706 0.17 0.37 -0.08
C 1.2097 1.8825 1.5394 0.11 0.21 0.07
H -6.0497 -0.8538 1.3404 -0.03 0.07 0.03
C -5.6412 -1.7374 0.8727 -0.05 -0.06 0.08
H -2.1669 -1.4692 0.9017 0.02 -0.08 -0.10
C 3.8609 1.2470 -0.4238 0.13 -0.02 0.07
H 1.8033 0.9775 1.3420 -0.05 0.02 0.10
C -1.5813 -1.9692 -0.9988 -0.11 -0.12 0.24
C 2.1217 3.1150 1.5104 -0.06 -0.13 0.24
C -4.6060 -3.9801 -0.3650 0.10 0.06 -0.01
N -2.7230 -2.7308 -1.1700 -0.03 -0.34 -0.48
C -6.3125 -2.9442 0.9665 -0.11 0.02 0.07
C 3.9903 -1.0601 0.3158 0.00 -0.03 0.06
H -0.1504 2.4215 -1.4511 0.02 -0.03 -0.04
H 3.3304 1.4895 -2.4752 -0.04 0.09 -0.07
H 4.1965 -1.7656 1.1061 0.02 -0.04 0.08
N 0.1426 2.0501 0.5676 0.02 0.14 0.05
H -6.3192 -5.0046 0.3844 -0.03 -0.08 0.00
C 3.3614 -0.5770 -1.9418 -0.04 0.04 -0.09
H 2.0540 3.5773 -1.7715 0.00 0.04 -0.04
H -1.6064 1.2307 -0.1392 -0.05 -0.07 0.05
C -4.4537 -1.6436 0.1697 0.06 0.01 -0.08
O -0.7288 -1.9437 -1.8632 0.28 0.03 -0.33
H 4.6284 2.9406 0.6394 0.01 0.00 -0.17
H -7.2382 -3.0104 1.5170 -0.08 -0.01 0.05
H 0.3020 -0.5026 -0.3825 0.02 -0.02 0.17
H 1.2244 1.3452 -1.1225 -0.15 0.09 -0.01
H 4.2736 3.2347 -1.0699 0.05 -0.08 0.06
H 3.0622 -0.9112 -2.9231 -0.03 -0.03 -0.09
C 0.6831 2.2350 -0.7690 0.06 0.13 -0.09
H 1.0199 4.3410 -0.5482 -0.06 -0.04 -0.12
H 2.9319 2.9953 2.2299 -0.02 0.05 0.00
C 3.5913 -1.4975 -0.9338 0.00 0.01 0.04
Cl 4.6578 0.7791 2.1424 0.05 -0.01 0.20
N -1.4710 -1.3259 0.1889 -0.17 0.07 0.30
H -1.3685 1.1195 1.6151 -0.09 -0.02 -0.04